# 1
C24H32BaClN2O10 | ωB97M-V/def2-TZVPD

E	-2281.12267	a.u.
orbital gap	0.35403	Eh
energy relative to the best compared isomer or geometry (same formula, charge and spin)	0.420	eV
HOMO	-0.43138	Eh
multiplicity	1
E_LUMO	-0.077	Ha
net charge	+1

Geometry (Å):
Ba -0.55964 -0.19716 0.24100
C -1.23135 3.13759 1.32063
C -0.27974 3.55939 0.23411
O -0.20647 2.48353 -0.70336
C 0.64446 2.69994 -1.83422
C 2.07965 2.40776 -1.50465
O 2.29504 1.05770 -1.08945
C 2.79357 0.17652 -2.09735
C 1.73338 -0.47042 -2.94427
O 0.70843 -1.08576 -2.16896
C 0.84703 -2.49690 -1.89637
C 1.76407 -2.78507 -0.72616
O 1.26236 -2.06072 0.40729
C 2.07381 -2.03150 1.61024
C 2.55692 -0.62197 1.85322
O 1.37317 0.18372 2.01575
C 1.53136 1.53069 2.48793
C 0.17656 1.98586 2.98210
O -0.83197 1.90847 1.95511
H -2.21369 2.95153 0.88940
H -1.32802 3.93630 2.05687
H 0.71338 3.79099 0.63096
H -0.66040 4.46303 -0.25207
H 0.53724 3.72710 -2.19651
H 0.27570 2.03796 -2.61772
H 2.40532 3.03973 -0.67808
H 2.70701 2.66209 -2.36513
H 3.37182 -0.57900 -1.57164
H 3.48722 0.70530 -2.75967
H 2.20396 -1.20311 -3.60827
H 1.24026 0.25994 -3.58455
H 1.19631 -3.02776 -2.78345
H -0.15448 -2.85188 -1.65516
H 2.79249 -2.48631 -0.93261
H 1.75515 -3.85763 -0.52398
H 2.90715 -2.73041 1.53023
H 1.44036 -2.33777 2.44114
H 3.14629 -0.25219 1.01172
H 3.16202 -0.58816 2.76220
H 1.92062 2.16620 1.68641
H 2.23608 1.55614 3.32365
H 0.23113 2.99874 3.38820
H -0.13867 1.31020 3.77412
O -1.50300 -1.29664 2.11477
C -1.93451 -2.27040 1.39633
O -1.83572 -2.28474 0.12048
C -2.56068 -3.44831 2.06547
C -2.84520 -3.40503 3.42218
C -3.42500 -4.50111 4.04433
C -3.68719 -5.60638 3.26998
C -3.42010 -5.69030 1.92382
C -2.85004 -4.58137 1.31611
N -4.30690 -6.80318 3.94416
O -4.58456 -6.69409 5.11543
O -4.53168 -7.77188 3.25794
H -2.60931 -2.50995 3.98210
H -3.66737 -4.50561 5.09654
H -3.65412 -6.59213 1.37763
H -2.63183 -4.58802 0.25703
Cl -4.75274 -1.95685 -3.95300
C -4.09356 -0.47762 -3.33998
C -4.37428 0.72756 -3.94182
C -3.81408 1.87561 -3.40430
C -2.99620 1.76151 -2.29466
N -2.72727 0.58841 -1.70876
C -3.27547 -0.51672 -2.22981
H -5.01864 0.76332 -4.81149
H -4.01025 2.84632 -3.84189
H -2.53105 2.63611 -1.85253
H -3.06147 -1.46364 -1.74106

Atom charges from the Löwdin analysis, given in e for atoms 1 to 4: 2.224, -0.154, -0.175, -0.277

***

# 2
C24H32Br2N4OPPd | ωB97M-V/def2-TZVPD

E	-6844.27210	a.u.
orbital gap (alpha / beta)	0.26087 / 0.16308	Eh
energy relative to the best compared isomer or geometry (same formula, charge and spin)	0.000	eV
HOMO (alpha / beta)	-0.59766 / -0.64502	Eh
multiplicity	5
E_LUMO (alpha / beta)	-0.337 / -0.482	Ha
expectation value of S²	6.054
net charge	+3

Geometry (Å):
Pd 0.21083 -1.10322 -0.29897
C 2.35381 -3.04339 -1.32673
C 2.28577 -3.21530 0.20906
N 0.93150 -2.96482 0.75215
C -0.00413 -4.09600 0.49847
C -1.41341 -3.62990 0.17321
N -1.44441 -2.51165 -0.79465
C -1.25330 -2.84584 -2.22320
C 0.18325 -3.22312 -2.54455
N 1.18429 -2.32245 -1.89284
H 2.45459 -4.01151 -1.81621
H 3.25599 -2.48519 -1.57346
H 2.95792 -2.50926 0.69261
H 2.62730 -4.21544 0.48277
H 1.02211 -2.83950 1.75447
H -0.04225 -4.75569 1.36615
H 0.40485 -4.69349 -0.31184
H -1.89826 -3.26953 1.08198
H -1.99618 -4.48252 -0.18691
H -2.34861 -2.05985 -0.71027
H -1.53759 -1.95845 -2.78904
H -1.91110 -3.66347 -2.53071
H 0.31775 -3.20062 -3.62616
H 0.38915 -4.24388 -2.23632
H 1.50863 -1.66274 -2.59058
C -1.34301 -0.47390 2.89844
C -1.77202 0.58525 1.93555
C -2.58150 1.65265 2.38408
C -3.02418 2.59224 1.49700
C -2.64074 2.49778 0.14584
C -3.06054 3.41793 -0.87976
Br -4.15093 4.84532 -0.44359
C -2.66634 3.25901 -2.20832
C -1.82308 2.21940 -2.57140
Br -1.26546 2.03290 -4.31984
C -1.33436 1.27115 -1.59888
O -0.52196 0.37546 -1.89150
C -1.81091 1.42759 -0.21482
N -1.40193 0.49096 0.66380
H -2.21481 -0.96358 3.33659
H -0.77956 -0.04774 3.73097
H -0.73100 -1.22091 2.39632
H -2.87599 1.69144 3.42506
H -3.67306 3.39468 1.82210
H -3.01314 3.95333 -2.96308
C 2.93500 1.00868 -1.29856
P 1.97526 0.56794 0.17805
C 3.24051 0.31253 1.46087
C 1.24934 2.17991 0.68082
C 0.97479 2.46343 2.00799
C 0.40242 3.72455 2.41344
C 0.09225 4.70307 1.48193
C 0.33805 4.42943 0.15792
C 0.91252 3.16563 -0.24430
H 2.27583 1.18411 -2.14915
H 3.58159 0.16436 -1.54548
H 3.56973 1.87939 -1.12837
H 3.80024 1.22880 1.65144
H 3.94571 -0.43983 1.10495
H 2.80438 -0.04961 2.39149
H 1.21260 1.74672 2.78570
H 0.23855 3.90274 3.46977
H -0.31971 5.65493 1.78759
H 0.11977 5.16626 -0.60624
H 1.09720 3.01281 -1.30282

Atom charges from the Löwdin analysis, given in e for atoms 1 to 4: 0.864, -0.151, -0.168, -0.125

***

# 3
C24H32BrN5O3PdS | ωB97M-V/def2-TZVPD

E	-4533.33955	a.u.
orbital gap	0.15631	Eh
energy relative to the best compared isomer or geometry (same formula, charge and spin)	0.000	eV
HOMO	0.00208	Eh
multiplicity	1
E_LUMO	0.158	Ha
net charge	-2

Geometry (Å):
Pd 0.30450 0.18953 -0.13661
C 5.96580 -5.86015 1.16959
C 5.78263 -4.94468 -0.04982
C 6.92407 -3.92782 -0.04977
C 5.90632 -5.79773 -1.32099
C 4.41517 -4.26586 -0.00347
C 4.23790 -2.88253 -0.00039
C 2.97823 -2.32451 0.04139
Br 2.87395 -0.42920 0.04704
C 1.75056 -3.07260 0.09351
O 0.62142 -2.51487 0.17298
C 1.95842 -4.51012 0.07011
C 3.24674 -5.02665 0.03101
C 0.81428 -5.54868 0.09370
C 0.96078 -6.43189 1.34319
C -0.61446 -4.98795 0.10959
C 0.92157 -6.44508 -1.15095
H 6.94575 -6.35168 1.14527
H 5.19748 -6.63521 1.19976
H 5.88837 -5.28260 2.09336
H 7.88513 -4.45151 -0.06300
H 6.89400 -3.29311 0.83819
H 6.88102 -3.27667 -0.92531
H 6.88590 -6.28820 -1.37248
H 5.78096 -5.17478 -2.20922
H 5.13618 -6.57127 -1.34903
H 5.08487 -2.20839 -0.02883
H 3.35118 -6.11048 0.02350
H 0.90047 -5.81816 2.24452
H 1.91734 -6.95974 1.36057
H 0.15811 -7.17792 1.37970
H -0.80427 -4.37306 0.98589
H -1.30726 -5.84102 0.10993
H -0.81890 -4.36370 -0.75695
H 1.87844 -6.97076 -1.19560
H 0.82872 -5.84136 -2.05628
H 0.12015 -7.19296 -1.15133
N 1.30684 9.36475 -0.96446
C 1.36826 8.01108 -0.54770
C 1.68583 7.00558 -1.45707
C 1.77589 5.68590 -1.04260
C 1.54499 5.35352 0.28545
C 1.23070 6.34883 1.19256
C 1.15072 7.67345 0.78250
S 1.65946 3.65144 0.80732
O 2.99051 3.24178 0.41932
O 1.34018 3.67199 2.21706
N 0.65487 2.82104 -0.09733
C -0.67542 3.01417 0.04418
N -1.45222 2.05207 -0.53539
C -2.74761 2.12116 -0.31371
C -3.35204 3.12081 0.44431
C -2.49578 4.11510 0.87986
N -1.18898 4.09880 0.66833
H 1.08428 9.45221 -1.94532
H 0.64756 9.90240 -0.42117
H 1.85893 7.26152 -2.49805
H 2.01376 4.89927 -1.74802
H 1.03014 6.06511 2.21723
H 0.90415 8.45211 1.49804
H -3.34515 1.33585 -0.77167
H -4.41417 3.13209 0.64306
H -2.87890 4.98109 1.41698
N -2.21572 -1.38393 -0.05923
H -1.94706 -0.76228 -0.82236
H -2.07853 -0.81260 0.77202
H -1.44894 -2.05675 -0.01900

Atom charges from the Löwdin analysis, given in e for atoms 1 to 4: 0.006, -0.065, -0.569, -0.083

***

# 4
C24H32ClLaN5O2P2S | ωB97M-V/def2-TZVPD

E	-2930.45342	a.u.
orbital gap	0.22940	Eh
energy relative to the best compared isomer or geometry (same formula, charge and spin)	0.296	eV
HOMO	-0.35870	Eh
multiplicity	1
E_LUMO	-0.129	Ha
net charge	+1

Geometry (Å):
La -0.64737 -0.11514 0.09465
C -0.28337 0.39494 4.41002
P 0.58545 0.08603 2.83296
C 1.60912 -1.36459 3.30845
C 1.74606 1.50563 2.66973
C 1.79484 2.52324 3.62087
C 2.62210 3.62432 3.43407
C 3.41103 3.71666 2.29707
C 3.37813 2.70474 1.34733
C 2.55052 1.60167 1.51697
P 2.41921 0.19766 0.35434
C 3.91371 -0.76420 0.77877
C 2.88668 0.83240 -1.29547
H -0.91031 1.28306 4.34944
H 0.41589 0.49878 5.23909
H -0.92813 -0.46167 4.60614
H 2.46073 -1.04904 3.91089
H 1.95986 -1.91265 2.43677
H 0.98938 -2.03772 3.90187
H 1.18530 2.47487 4.51441
H 2.64579 4.41066 4.17898
H 4.05082 4.57701 2.14927
H 4.00180 2.78545 0.46339
H 4.79603 -0.18647 0.50491
H 3.91519 -1.71114 0.23526
H 3.94161 -0.96752 1.84626
H 3.84579 1.35089 -1.27341
H 2.12395 1.50157 -1.69571
H 2.97283 -0.03531 -1.95268
N -1.08902 -0.10808 -3.00149
N -2.44514 -0.34926 -3.28233
C -3.27415 -0.68410 -2.30648
N -4.57081 -0.81274 -2.53835
N -2.65585 -0.89075 -1.11749
N -3.37163 -1.09456 0.00467
O -2.63345 -1.07434 1.04074
O -4.56623 -1.26515 0.05547
H -0.75646 0.63649 -3.60236
H -0.55472 -0.96467 -3.12498
H -2.79517 -0.22810 -4.21823
H -4.95841 -0.59376 -3.43939
H -5.16890 -1.09831 -1.78155
Cl -3.11322 1.87685 0.15455
C -2.47817 2.52610 -1.35928
C -3.35304 2.83387 -2.38705
C -2.84131 3.25497 -3.60230
C -1.45672 3.38012 -3.74235
C -0.60613 3.10425 -2.68280
C -1.08771 2.66902 -1.43416
C -0.22719 2.33519 -0.30277
H -4.42322 2.74996 -2.23056
H -3.50952 3.52024 -4.41175
H -1.04260 3.73325 -4.68024
H 0.46409 3.25233 -2.79843
H -0.62910 2.71646 0.63977
H 0.78872 2.70071 -0.42423
S 0.78317 -2.05732 -1.42918
C 0.28140 -3.61079 -0.72168
C -0.42056 -3.67858 0.48408
C -0.81341 -4.89068 1.03842
C -0.49970 -6.07614 0.39192
C 0.20607 -6.02799 -0.80586
C 0.59207 -4.81254 -1.35877
H -0.67066 -2.76858 1.00765
H -1.36169 -4.90679 1.97473
H -0.79768 -7.02665 0.81729
H 0.46106 -6.94900 -1.31687
H 1.14232 -4.78510 -2.29298

Atom charges from the Löwdin analysis, given in e for atoms 1 to 4: 1.518, -0.276, 0.789, -0.258

***

# 5
C24H32N2O2 | ωB97M-V/def2-TZVPD

E	-1193.66661	a.u.
orbital gap	0.32509	Eh
energy relative to the best compared isomer or geometry (same formula, charge and spin)	3.574	eV
HOMO	-0.29634	Eh
multiplicity	1
E_LUMO	0.029	Ha
SMILES	C=CCOc1ccccc1CN1CCN(CCc2ccccc2)[C@@H](CCO)C1

Geometry (Å):
C -0.55946 0.23045 -7.78054
C 0.06873 0.41905 -6.63602
C -0.61931 0.67159 -5.32475
O 0.10963 0.21352 -4.20584
C 0.22642 -1.13196 -3.99008
C -0.27502 -2.10740 -4.84431
C -0.12250 -3.44912 -4.53862
C 0.53142 -3.83515 -3.38390
C 1.03798 -2.86582 -2.53632
C 0.89570 -1.51784 -2.82043
C 1.45066 -0.49728 -1.86369
N 0.99450 -0.76814 -0.50843
C -0.43530 -0.56061 -0.37274
C -0.86838 -1.00331 1.02634
N -0.16251 -0.31652 2.09000
C -0.65364 1.01220 2.40350
H -0.11327 1.80867 1.86938
C -0.55926 1.27481 3.91673
C -1.12127 2.62684 4.24141
C -0.31479 3.75725 4.19515
C -0.83935 5.01152 4.45138
C -2.18235 5.15320 4.75562
C -2.99592 4.03396 4.80152
C -2.46836 2.78131 4.54385
H -3.10659 1.90981 4.58258
H -4.04468 4.13778 5.03980
H -2.59280 6.13156 4.95796
H -0.19856 5.88077 4.41529
H 0.73551 3.65164 3.96140
H -1.11377 0.49182 4.43463
H 0.48399 1.21582 4.22951
H -1.70420 1.07768 2.11070
C 1.28013 -0.37838 1.89711
C 1.69388 0.03609 0.47333
H 1.48663 1.11425 0.32880
H 2.76908 -0.11659 0.35267
C 1.81739 -1.77756 2.21876
H 2.90786 -1.75514 2.17362
H 1.46777 -2.48104 1.46124
C 1.38619 -2.24879 3.60742
O 1.89111 -3.52537 3.92773
H 1.59749 -4.14712 3.25258
H 0.29053 -2.23430 3.67341
H 1.78451 -1.57946 4.37325
H 1.73352 0.32506 2.60329
H -0.67063 -2.07341 1.12649
H -1.94100 -0.84590 1.15529
H -0.70421 0.50118 -0.53283
H -0.94878 -1.16169 -1.12629
H 2.54374 -0.56700 -1.86408
H 1.17131 0.51521 -2.19601
H 1.54909 -3.14210 -1.62690
H 0.65029 -4.88175 -3.14798
H -0.51906 -4.19174 -5.21513
H -0.77865 -1.83059 -5.75663
H -0.69108 1.75467 -5.16332
H -1.63690 0.25789 -5.32724
H 1.14891 0.42141 -6.58173
H -0.02654 0.08126 -8.70324
H -1.63593 0.22522 -7.84312

Atom charges from the Löwdin analysis, given in e for atoms 1 to 4: 0.007, -0.164, -0.203, -0.061

***

# 6
C24H32N2O6S | ωB97M-V/def2-TZVPD

E	-1892.86712	a.u.
orbital gap	0.32894	Eh
energy relative to the best compared isomer or geometry (same formula, charge and spin)	1.051	eV
HOMO	-0.30515	Eh
multiplicity	1
E_LUMO	0.024	Ha
SMILES	CCOc1ccc(S(=O)(=O)N2CCC(C(=O)NCCc3ccc(OC)c(OC)c3)CC2)cc1

Geometry (Å):
C 5.76115 3.46842 1.00026
C 4.59698 3.07984 1.90625
H 4.57535 1.99778 2.07980
H 4.69680 3.58257 2.87236
O 3.34889 3.52899 1.40929
C 2.73970 2.86638 0.39859
C 3.19952 1.69253 -0.19591
C 2.46569 1.10204 -1.21036
C 1.27897 1.66726 -1.62878
C 0.81545 2.83791 -1.05485
C 1.54162 3.43727 -0.05044
H 1.21063 4.35260 0.41450
H -0.10155 3.26631 -1.42512
S 0.29073 0.88123 -2.88788
O -0.46286 1.87936 -3.58913
O 1.13151 0.00064 -3.65585
N -0.78668 0.03007 -1.91572
C -0.23206 -1.18715 -1.36347
C -0.31392 -2.35917 -2.34385
H 0.29229 -2.10686 -3.21642
H 0.11170 -3.26012 -1.89657
C -1.75745 -2.56627 -2.80780
C -2.76468 -2.98776 -1.73102
O -3.95926 -2.82480 -1.87937
N -2.26082 -3.61202 -0.64258
H -1.26844 -3.62321 -0.48390
C -3.10134 -3.97825 0.47621
H -2.60139 -4.77739 1.02577
H -4.04359 -4.35529 0.07152
C -3.40270 -2.78357 1.39777
C -2.16479 -2.01932 1.78218
C -1.07750 -2.64813 2.37015
C 0.04909 -1.91905 2.69928
C 0.13560 -0.55469 2.45159
C -0.95183 0.09209 1.83488
C -2.08153 -0.65599 1.52326
H -2.92287 -0.17457 1.05028
O -0.82964 1.42583 1.56283
C -1.89057 2.08522 0.91408
H -2.05108 1.68318 -0.09047
H -1.57948 3.12588 0.84172
H -2.81671 2.02700 1.49530
O 1.31778 0.03845 2.80483
C 1.29790 1.36708 3.28587
H 0.49791 1.50958 4.01718
H 2.26114 1.51309 3.77494
H 1.18111 2.09213 2.47944
H 0.89791 -2.39533 3.16434
H -1.11071 -3.70418 2.59048
H -4.09352 -2.11844 0.87855
H -3.90219 -3.16077 2.29344
C -2.24575 -1.26014 -3.44798
C -2.13113 -0.12074 -2.43708
H -2.39162 0.83080 -2.90145
H -2.80245 -0.31004 -1.59287
H -3.28694 -1.36713 -3.75274
H -1.63549 -1.02518 -4.32156
H -1.78359 -3.36189 -3.56315
H 0.80557 -0.97749 -1.09988
H -0.78002 -1.40665 -0.44267
H 2.82274 0.20867 -1.69907
H 4.11863 1.22669 0.11999
H 5.78239 4.54750 0.87119
H 6.69709 3.14863 1.44981
H 5.66427 3.00856 0.02004

Atom charges from the Löwdin analysis, given in e for atoms 1 to 4: -0.059, -0.245, 0.116, 0.125

***

Number 5 is which compound?
C24H32N2O2